Formula: C11H17N2
Source: OMol25
Level of theory: the ωB97M-V functional and the def2-TZVPD basis

The total charge is +1. The highest occupied orbital energy comes out at -0.4842 Eh. As for the SMILES: CCCc1ccc2c(c1)[N@@+]2(C)NC. Its energy is -538.3704 Eh. The energy above the lowest of the compared OMol25 structures with the same formula, charge and spin is 709.62 kJ/mol.

Structure (XYZ):
```
30
Properties=species:S:1:pos:R:3:nbo_charge:R:1
N -2.61869 -0.20783 -0.38549 -0.049
N -3.52805 -0.96812 0.28993 -0.371
C -3.09281 0.11078 -1.69326 -0.427
C 0.94656 0.60055 -0.00927 0.027
C 4.53165 -0.88460 -0.30593 -0.617
C -1.19643 -0.22827 -0.18424 0.091
C -1.60464 1.02114 0.30709 0.133
C 2.45416 0.54225 -0.47680 -0.415
C -3.12864 -1.26860 1.63260 -0.434
C 0.47379 1.84780 0.36413 -0.173
C -0.88383 2.07211 0.80088 -0.203
C 0.11819 -0.53880 -0.25840 -0.209
C 3.48104 -0.10246 0.50632 -0.411
H 4.04261 -1.88812 -0.65358 0.205
H -2.73261 -2.23199 1.55161 0.224
H 2.33031 -0.03784 -1.41668 0.217
H -3.88023 0.90360 -1.60951 0.240
H -2.19355 0.26466 -2.29626 0.248
H -2.39754 -0.54707 1.87807 0.205
H -4.37292 -0.50299 0.22301 0.372
H 4.90156 -0.37562 -1.21999 0.215
H -4.07876 -1.23272 2.26535 0.240
H 0.61102 -1.47897 -0.59655 0.254
H 1.29588 2.53427 0.30630 0.248
H 2.86049 1.59572 -0.70280 0.231
H -3.62384 -0.75070 -2.11598 0.249
H -1.37777 2.89822 1.23375 0.257
H 3.07879 -0.76140 1.18146 0.205
H 3.99150 0.71809 1.14239 0.213
H 5.59277 -1.10307 0.24185 0.233
```

Formula: C3H9N2
Source: OMol25
Level of theory: the ωB97M-V functional and the def2-TZVPD basis

The total charge is +1. The highest occupied orbital energy comes out at -0.4742 Eh. As for the SMILES: C/C([NH3+])=C\N. Its energy is -228.9439 Eh. The energy above the lowest of the compared OMol25 structures with the same formula, charge and spin is 112.53 kJ/mol.

Structure (XYZ):
```
14
Properties=species:S:1:pos:R:3:nbo_charge:R:1
N -1.08926 -1.82445 -0.44325 -0.811
N 1.55559 0.63074 0.34093 -0.674
C 0.13435 0.18543 0.16116 0.017
C -0.86463 1.26966 -0.03552 -0.660
C 0.00208 -1.13247 0.00455 0.043
H 0.84264 -1.79710 0.20863 0.202
H 1.76203 1.56306 -0.01719 0.446
H -0.93633 -2.61314 -1.04467 0.413
H -0.56335 2.02268 -0.77355 0.233
H -1.83871 0.84269 -0.24358 0.256
H 2.21210 -0.00307 -0.12857 0.445
H -0.96051 1.82721 0.90520 0.236
H -2.05120 -1.59817 -0.26918 0.412
H 1.79521 0.62694 1.33504 0.441
```

Formula: C7H14N
Source: OMol25
Level of theory: the ωB97M-V functional and the def2-TZVPD basis

The total charge is +1. The highest occupied orbital energy comes out at -0.4874 Eh. Its energy is -329.4556 Eh. The energy above the lowest of the compared OMol25 structures with the same formula, charge and spin is 398.93 kJ/mol.

Structure (XYZ):
```
22
Properties=species:S:1:pos:R:3:nbo_charge:R:1
N -1.98253 0.24428 -0.13393 -0.305
C -0.69830 0.44487 -0.21136 0.064
C -2.66041 0.69142 1.06183 -0.427
C 0.75592 -1.09711 0.50955 -0.602
C 2.07535 -0.71135 0.42296 0.204
C 3.28897 -0.25179 0.29576 -0.232
C -2.60835 -0.79214 -0.99190 -0.451
C 3.60612 0.82429 -0.64886 -0.602
H -3.04532 -0.21716 1.67072 0.226
H 3.93771 1.64844 0.02825 0.234
H -0.12033 1.20275 0.34708 0.248
H 2.79417 1.01408 -1.20777 0.206
H 0.38769 -2.05391 0.13983 0.247
H -2.09188 1.09835 1.82851 0.233
H -2.21913 -0.66962 -2.00599 0.242
H 0.12066 -0.77204 1.40477 0.244
H -2.57632 -1.83653 -0.44716 0.249
H -3.38836 1.31664 0.68626 0.232
H 4.12436 -0.50747 1.02701 0.273
H -0.37222 0.27876 -1.28011 0.230
H 4.38374 0.65774 -1.24215 0.234
H -3.71155 -0.51248 -1.25330 0.252
```

Formula: C22H33N3S2
Source: OMol25
Level of theory: the ωB97M-V functional and the def2-TZVPD basis

The total charge is +2. The highest occupied orbital energy comes out at -0.4779 Eh. Its energy is -1818.0559 Eh.

Structure (XYZ):
```
60
Properties=species:S:1:pos:R:3:nbo_charge:R:1
S 1.52550 -1.01148 0.54455 -0.135
S 3.38261 -1.03155 -1.80181 0.364
N -6.52774 -3.14332 0.91408 -0.434
N -1.79583 2.46077 0.38458 -0.274
N 3.21092 1.11490 -0.06598 -0.535
C -3.80750 0.33354 0.50044 0.008
C 1.13342 2.19387 -1.10834 -0.444
C -4.80093 -0.83944 0.60233 0.047
C -3.11889 2.75968 0.18034 0.105
C 4.53218 -1.88193 2.06981 -0.624
C 3.91012 1.06341 1.27657 -0.229
C 1.25116 -1.74110 -3.43432 -0.412
C -7.02316 -2.01534 0.29712 0.102
C 2.13985 2.12315 0.09325 -0.224
C -5.24972 -3.24616 1.41520 0.094
C 2.24384 -2.37215 -2.34104 -0.556
C -0.68202 3.47123 0.32483 -0.226
C -4.33896 -2.10059 1.25488 -0.197
C 0.11482 3.39668 -1.03275 -0.415
C 5.37680 0.47125 1.13450 -0.424
C -0.16869 -1.37668 -2.81462 -0.625
C -6.19946 -0.82353 0.13077 -0.200
C 2.67312 -0.20222 -0.34418 -0.047
C 5.68546 -0.81137 2.00892 -0.407
C -1.43447 1.15447 0.66205 0.092
C -2.37484 0.04354 0.71985 -0.191
C -4.18003 1.73811 0.23181 -0.190
H -3.42029 3.81932 -0.01302 0.267
H 0.57254 4.40209 -1.23923 0.257
H -0.01761 3.21353 1.20115 0.242
H -0.93474 -1.62443 -3.60464 0.224
H 1.74407 -0.79180 -3.79099 0.220
H -7.13369 -3.96640 1.02357 0.468
H -8.08089 -2.02840 -0.04779 0.276
H 3.59960 -1.49060 2.57031 0.193
H 4.22570 -2.23552 1.04310 0.199
H -5.25317 1.98493 0.06612 0.261
H 4.84160 -2.79947 2.65379 0.229
H 1.69353 -2.87662 -1.50663 0.249
H 5.56945 0.29526 0.03921 0.224
H 2.65656 3.13061 0.13923 0.229
H -0.65150 3.24690 -1.85484 0.225
H -0.22163 -0.27486 -2.57925 0.194
H 1.16494 -2.40569 -4.33055 0.227
H 2.83571 -3.18404 -2.85783 0.260
H -0.35711 -2.00182 -1.90047 0.203
H -6.57942 0.11221 -0.33634 0.269
H -1.11829 4.47538 0.55995 0.247
H -3.32009 -2.23927 1.67920 0.262
H 0.55937 1.23217 -1.26338 0.212
H 5.96743 -0.55989 3.06373 0.212
H 3.29218 0.57192 2.07418 0.204
H 4.00826 2.14774 1.58465 0.211
H -1.95230 -0.96757 0.93029 0.267
H -4.86777 -4.16076 1.93937 0.282
H 1.65572 1.98887 1.10756 0.171
H 6.07605 1.27821 1.50463 0.229
H -0.35332 0.93569 0.85614 0.290
H 6.56950 -1.32254 1.52353 0.221
H 1.75207 2.36714 -2.03763 0.258
```

Formula: C24H37F5O11S
Source: OMol25
Level of theory: the ωB97M-V functional and the def2-TZVPD basis

The total charge is 0. The highest occupied orbital energy comes out at -0.3620 Eh. Its energy is -2661.6815 Eh.

Structure (XYZ):
```
78
Properties=species:S:1:pos:R:3:mulliken_charge:R:1
S 2.07447 4.89332 1.38640 0.575
F 0.85512 3.62336 -0.67209 -0.220
F 0.38938 1.66016 0.58167 -0.161
F -3.09549 7.86246 1.11549 -0.228
F -4.79796 6.88141 -0.17921 -0.245
F -2.61117 7.21802 -1.01693 -0.245
O 3.59638 0.85556 -3.01376 -0.416
O -2.68201 -2.04782 1.29045 -0.361
O -3.69245 -4.14375 -2.52256 -0.566
O -5.09580 -5.60646 -3.41806 -0.369
O 5.69287 -1.73758 3.46290 -0.587
O 4.06191 -1.17367 -3.77490 -0.588
O -1.28563 -0.57620 2.18322 -0.663
O 3.43487 4.62937 1.98568 -0.473
O 4.34990 0.02009 3.33029 -0.357
O 1.47677 6.22139 2.25533 -0.419
O 1.14326 3.52449 1.73757 -0.164
C -4.98751 -7.71129 -4.63417 -0.954
C 3.15501 1.74595 -1.97805 0.166
C 5.71156 -0.31013 5.34672 -0.929
C -3.19941 -2.78485 0.16854 -0.376
C 4.39025 2.38020 3.92296 -0.815
C -5.61803 -6.33680 -4.53885 -0.409
C -3.97153 -4.87097 -3.45240 0.795
C -2.21259 2.49340 1.27425 -0.378
C 5.23421 -0.74895 3.99078 0.716
C -4.13575 4.43434 1.02629 -0.682
C -3.01459 5.39612 0.54207 0.003
C -1.56260 -1.30962 1.25446 0.667
C 3.59958 1.08769 3.93077 -0.215
C -1.16356 3.51739 0.77351 0.235
C -3.02655 -5.03674 -4.60869 -1.048
C 4.33218 2.32608 -1.22614 -0.719
C -3.40698 6.89336 0.12649 0.816
C 4.01893 -0.96530 -1.42029 -0.733
C 0.38137 3.08934 0.59468 0.737
C 3.86771 -0.44920 -2.82409 0.721
C -3.68271 2.97508 1.37337 -0.510
C -2.56347 -4.15546 0.07811 -0.769
C -0.61720 -1.47732 0.09873 -0.274
C -1.50997 4.98158 0.41154 -0.435
H -3.51809 -5.29844 -5.54373 0.331
H -2.52619 -4.08269 -4.78383 0.339
H -4.52730 2.26867 1.70469 0.334
H 5.30498 2.29618 4.51460 0.324
H 4.97162 0.25357 5.91191 0.324
H -5.22226 4.77684 1.11801 0.354
H 2.70296 1.21236 3.31844 0.134
H -3.09935 -2.21379 -0.75681 0.355
H 0.13100 -2.23016 0.35224 0.286
H 4.90563 1.54747 -0.71829 0.205
H -2.70602 -4.70464 1.01308 0.343
H 6.62090 0.28233 5.23388 0.248
H 3.40794 -0.43808 -0.68965 0.155
H 5.06929 -0.91482 -1.12907 0.243
H 3.68995 -2.00571 -1.39884 0.311
H 3.25394 0.81191 4.93001 0.319
H -5.51774 -5.76314 -5.46316 0.366
H 5.02090 2.82693 -1.91138 0.319
H -4.27133 -2.89812 0.34592 0.346
H -3.91001 -7.64879 -4.80136 0.271
H -0.11987 -0.52264 -0.08066 -0.276
H 2.61720 2.55418 -2.47918 0.245
H -1.48536 -4.08882 -0.08686 0.212
H -5.13076 -8.26128 -3.70063 0.299
H -3.00207 -4.72764 -0.73538 0.212
H -5.43197 -8.28252 -5.45158 0.357
H 2.43301 1.25843 -1.31853 -0.037
H -1.91906 1.41988 1.56215 0.380
H 4.69495 2.63337 2.90524 0.205
H -2.28061 -5.79296 -4.35848 0.260
H -6.69008 -6.44581 -4.35896 0.303
H 3.99105 3.04792 -0.48499 0.151
H 0.78898 5.91631 2.89268 0.342
H -0.69633 5.69114 0.05822 0.361
H 5.93367 -1.20028 5.93795 0.308
H -1.10831 -1.74476 -0.83507 0.329
H 3.79200 3.19954 4.32532 0.317
```

Formula: CH2F2O2PS
Source: OMol25
Level of theory: the ωB97M-V functional and the def2-TZVPD basis

As for the spin multiplicity: 3. The total charge is -1. The highest occupied orbital energy (alpha / beta) comes out at -0.0623 / -0.1716 Eh. Its energy is -1128.9518 Eh.

Structure (XYZ):
```
9
Properties=species:S:1:pos:R:3:mulliken_spin:R:1
S 1.87141 -0.36557 0.11879 0.515
P -0.53984 -0.36049 -0.45364 0.245
F -0.72794 1.35266 1.38414 0.042
F -1.08641 2.26083 -0.59017 0.035
O 1.93712 -1.55312 0.92244 0.157
O 2.54131 -0.41702 -1.20320 0.144
C -1.45988 1.15088 0.21921 0.674
H -1.74942 -1.16139 -1.18353 0.184
H -0.78634 -0.90679 0.78596 0.004
```

> Among the records above, which one has the lowest energy?

C24H37F5O11S

> What is the formula in the second record?

C3H9N2